No. 1
Formula: C25H33N3O2
Source: the Open Molecules 2025 dataset
Level of theory: ωB97M-V/def2-TZVPD

Structure (XYZ):
```
63
Properties=species:S:1:pos:R:3:forces:R:3
O 4.159416 0.653250 -3.360079 0.2 0.5 -0.1
O 0.197584 1.421689 2.013617 0.0 0.1 0.1
N 0.542177 -0.994129 -1.173441 0.2 -0.1 -0.3
N 0.793453 1.090100 -0.146909 0.0 -0.2 0.0
N 1.457316 0.728846 -2.364896 0.3 0.5 0.1
C -1.054159 -5.571687 0.016243 0.0 -0.1 0.0
C 0.931088 0.246366 -1.204751 -0.3 -0.3 0.2
C -1.030121 3.450062 -0.400910 0.0 -0.1 -0.3
C -1.694182 -4.686313 0.868154 0.0 0.0 0.0
C -1.947979 -0.230308 3.029556 0.0 0.1 0.0
C -2.096494 -2.327983 1.684455 0.1 0.2 0.0
C -0.451613 -2.868000 -0.086566 -0.2 -0.5 0.1
C 1.875234 -0.188746 -3.401002 0.4 -0.2 -0.1
C -1.401768 -3.333493 0.824330 0.0 0.0 -0.1
C -0.117056 -5.107004 -0.892316 0.0 -0.1 -0.1
C -1.916782 4.402926 -1.196124 0.0 0.1 0.3
C -0.109043 -1.447388 -0.077868 0.0 0.8 0.3
C 0.176947 0.662764 1.055955 0.1 -0.1 -0.1
C -2.137246 -0.910209 4.390325 -0.2 0.0 0.0
C -1.142793 -1.235070 2.191963 0.1 0.1 0.1
C 0.185018 -3.759397 -0.943694 0.0 0.1 0.0
C 1.276731 2.458039 -0.179289 0.0 0.5 -0.1
C -0.390182 -0.657255 1.012340 -0.2 -0.4 -0.2
C -1.300832 5.797565 -1.239527 0.0 -0.1 -0.3
C -0.160750 -1.792770 3.238181 -0.1 0.0 0.0
C -0.975486 -1.911812 4.529887 0.1 -0.1 0.1
C 0.097748 5.739662 -1.845284 0.0 0.1 0.3
C 3.369696 -0.511597 -3.272743 -0.5 -0.3 -0.1
C 0.984848 4.788949 -1.046955 -0.1 -0.2 -0.4
C 0.374762 3.387393 -1.002040 0.1 0.0 0.4
H 0.379796 -5.798335 -1.557333 0.0 0.0 0.0
H -2.128824 -0.174547 5.193571 -0.1 0.0 0.0
H 4.098157 1.006693 -4.254881 0.0 -0.1 0.1
H 2.055379 1.539680 -2.286310 -0.1 0.0 0.0
H -2.032428 4.025997 -2.215592 -0.1 0.0 -0.1
H -0.963115 3.786462 0.635498 0.0 0.0 0.1
H 1.280447 -1.095613 -3.302287 0.0 0.1 -0.1
H 0.292991 3.003830 -2.025679 0.0 0.0 0.0
H -2.579852 -2.821119 2.526519 -0.1 0.0 0.0
H -0.358186 -1.690401 5.399561 0.0 -0.1 0.0
H -2.879453 -1.849121 1.084165 0.0 0.0 0.1
H 1.091638 5.164369 -0.027039 0.1 0.0 0.1
H 2.307514 2.480515 -0.549667 0.0 0.0 0.0
H -1.367760 0.680829 3.151222 -0.1 -0.1 0.0
H 0.272078 -2.742722 2.923873 0.1 0.0 0.0
H 1.677483 0.281018 -4.370898 0.0 -0.1 0.0
H -1.474606 2.452252 -0.395393 0.0 0.0 0.1
H -2.897888 0.024528 2.559051 0.0 0.0 -0.1
H 0.542333 6.736905 -1.856282 0.0 0.0 -0.1
H 0.030330 5.392209 -2.879254 0.0 0.0 -0.1
H 0.918969 -3.378049 -1.636389 0.1 0.0 -0.1
H 1.280413 2.791256 0.863090 0.1 0.0 -0.2
H -1.933228 6.467145 -1.826086 0.0 0.1 0.1
H -2.428122 -5.051342 1.573036 -0.1 0.0 0.1
H 1.981635 4.748655 -1.493972 0.1 0.0 0.1
H -2.908576 4.447400 -0.742399 -0.1 0.0 -0.1
H 3.662558 -1.246230 -4.033238 0.0 0.0 0.1
H -1.238983 6.197151 -0.225109 0.0 0.1 0.1
H -1.354316 -2.927653 4.649404 0.0 0.0 0.1
H -1.287474 -6.625619 0.061673 0.0 -0.1 0.0
H 3.568523 -0.929712 -2.283604 0.0 -0.1 -0.1
H 0.646628 -1.071237 3.369389 0.0 0.0 0.0
H -3.096955 -1.427549 4.433995 0.0 0.0 0.1
```
Forces are in eV/Å.

The calculation puts the highest occupied orbital energy at -7.92 eV. The largest force on an atom comes out at 0.90 eV/A. The spin multiplicity is 1. As for the LUMO energy: 0.5 eV. Its HOMO-LUMO gap is 0.311 Eh. Its energy above the lowest of the compared OMol25 structures with the same formula, charge and spin is 3.2 kcal per mole. The structure (SMILES) is O=c1c2c(nc(NCCO)n1CC1CCCCC1)-c1ccccc1CC21CCCC1.


No. 2
Formula: C25H33N4
Source: the Open Molecules 2025 dataset
Level of theory: ωB97M-V/def2-TZVPD

Structure (XYZ):
```
62
Properties=species:S:1:pos:R:3:forces:R:3
N -1.069259 2.011434 2.366540 -0.5 0.4 0.8
N 0.171151 1.952543 1.618557 0.4 1.5 3.1
N -4.998138 -0.545230 -0.659628 -0.3 -0.2 -0.4
N 5.065916 -0.492191 -0.911683 0.1 -0.1 0.0
C 2.947565 -2.279210 -1.451374 -0.1 -0.6 -0.5
C 2.489326 1.875594 -0.303518 0.4 -0.5 0.1
C 1.250166 1.328750 2.453558 0.5 -0.1 0.2
C -3.593791 1.238383 -0.736337 1.2 -0.4 0.2
C -2.663535 -0.989475 -0.160468 0.1 1.1 -0.2
C -1.248783 1.035882 3.425430 -0.2 -0.4 0.2
C 1.333172 1.060989 -0.369097 -0.2 0.4 -0.4
C -1.428033 -0.381078 0.077932 -0.5 -0.1 -0.1
C 5.458163 -1.850664 -1.158431 0.2 -0.1 -0.5
C 3.727871 1.307128 -0.542565 -1.1 -0.3 -0.1
C 5.118869 1.823794 -0.470040 0.9 0.7 0.0
C -2.955519 -2.435147 0.015409 0.0 -0.6 0.4
C 4.291077 -2.795829 -0.896601 -0.2 0.0 0.4
C 2.665384 -0.869029 -1.057002 0.1 1.1 -0.1
C -5.903272 0.568288 -0.850816 -0.2 0.2 0.0
C 3.783360 -0.058262 -0.868543 0.1 -0.1 0.6
C 0.052538 1.689370 0.196307 -0.5 -1.0 -4.0
C -1.259734 0.993431 -0.125960 0.2 0.2 -0.5
C 1.422851 -0.241059 -0.899610 0.3 -0.1 0.3
C -4.955061 1.783607 -1.019806 -0.6 0.6 -0.4
C -4.281913 -2.869133 -0.623104 0.1 -0.1 -0.3
C -5.429431 -1.887303 -0.396868 -0.2 -0.2 0.3
C -2.332807 1.800584 -0.598952 -0.1 -0.4 0.3
C -3.712781 -0.145962 -0.544131 0.1 0.0 0.6
C 6.011725 0.579801 -0.710416 0.4 0.2 0.0
H -2.241972 1.223854 3.848382 0.2 0.0 -0.1
H 5.316024 2.583301 -1.237183 -0.1 -0.1 0.2
H -0.595639 -1.015016 0.399132 -0.3 0.3 0.1
H 2.423734 2.928435 -0.010572 -0.1 -0.3 0.0
H -5.035246 2.179172 -2.041103 0.1 0.0 0.2
H -2.970646 -2.658829 1.090877 0.0 -0.1 -0.1
H -5.239154 2.588223 -0.329998 0.2 -0.1 -0.2
H -1.222180 -0.017955 3.093734 0.0 0.3 0.1
H -1.857130 2.029127 1.730326 0.3 -0.2 -0.3
H 1.579594 2.081187 3.176056 -0.3 -0.2 0.0
H 4.527274 -3.777056 -1.319024 -0.1 0.1 0.1
H -0.509757 1.205219 4.218732 -0.4 -0.1 -0.1
H 6.310951 -2.095652 -0.507275 -0.2 0.0 -0.1
H 0.401004 2.946090 1.660300 0.4 -0.2 -0.1
H 0.534980 -0.786187 -1.221093 0.2 0.2 0.4
H 6.659495 0.701401 -1.592595 -0.1 0.0 0.2
H -6.569595 0.697895 0.019099 0.2 -0.1 -0.2
H 4.198376 -2.925467 0.188173 0.0 0.0 -0.1
H 5.809836 -1.961271 -2.199588 0.0 0.0 0.2
H -6.270157 -2.114672 -1.064160 0.1 -0.1 0.1
H 5.348647 2.269977 0.503821 -0.1 0.0 -0.2
H -2.132991 -3.017036 -0.415361 -0.1 -0.1 0.1
H 2.145239 -2.934632 -1.105511 0.0 0.0 -0.1
H -0.029146 2.700119 -0.250569 0.0 -0.4 0.2
H -6.544229 0.407148 -1.730172 0.2 0.1 0.2
H -4.569314 -3.847343 -0.232775 0.0 0.1 -0.1
H 0.911277 0.431627 2.953548 -0.1 0.0 -0.1
H 2.100622 1.070277 1.845210 0.0 0.0 -0.3
H 6.664585 0.367400 0.151658 -0.1 0.0 -0.2
H 2.975458 -2.365260 -2.547976 -0.1 0.0 0.1
H -5.804287 -1.982223 0.638260 0.0 0.0 -0.1
H -2.149917 2.859011 -0.809806 -0.1 -0.3 0.2
H -4.122820 -2.980847 -1.701346 -0.1 0.0 0.1
```
Forces are in eV/Å.

The calculation puts the highest occupied orbital energy at -9.64 eV. The largest force on an atom comes out at 4.13 eV/A. The spin multiplicity is 1. As for the net charge: +1. As for the LUMO energy: -2.2 eV. Its HOMO-LUMO gap is 0.272 Eh. Its energy above the lowest of the compared OMol25 structures with the same formula, charge and spin is 2.7 kcal per mole. The structure (SMILES) is CN[N@@H+](C)C(c1cc2c3c(c1)CCN3CCC2)c1cc2c3c(c1)CCN3CCC2.


No. 3
Formula: C25H33O2Zr
Source: the Open Molecules 2025 dataset
Level of theory: ωB97M-V/def2-TZVPD

Structure (XYZ):
```
61
Properties=species:S:1:pos:R:3:forces:R:3
Zr 0.126030 1.608835 -0.491899 2.1 1.0 1.9
O 0.677422 -0.357866 0.695791 0.2 0.2 0.0
O -0.986084 -3.214958 -0.367039 -0.2 -1.9 0.6
C 2.614741 1.362181 -1.168837 -0.2 0.9 0.3
C -1.157800 -4.322083 -1.333459 -0.1 -0.3 -0.6
C -1.319761 0.872299 -2.198897 -0.5 0.7 -0.3
C 2.040982 2.244324 -2.139641 0.4 -0.3 0.5
C -2.070144 0.965155 -0.968219 -0.3 0.9 -0.7
C -0.561036 3.104458 1.339525 -0.1 -1.1 -1.5
C -0.904389 -5.432864 -0.259383 -0.1 0.5 -0.3
C 2.308092 -2.131932 0.712965 0.1 0.8 -0.4
C 1.869060 -1.854444 2.166835 0.4 0.2 0.7
C -0.977876 3.532292 3.670704 -0.2 0.2 0.1
C -0.475269 4.473785 1.120270 0.3 0.8 1.0
C 2.454330 1.968511 0.128392 0.6 0.5 -0.8
C 1.882990 3.269529 -0.070312 0.8 -0.2 -0.4
C -0.084165 -4.128981 -2.403656 -0.1 -0.2 -0.1
C -0.693515 -4.234455 0.666298 0.0 0.4 0.5
C -0.699375 4.901260 3.494569 0.2 -0.3 -0.3
C -0.492145 5.381885 2.194553 -0.3 -0.6 -0.5
C 0.744087 -0.788304 2.124575 -0.1 0.5 -0.8
C 1.330553 -1.359653 -0.157407 -1.1 -0.6 -0.4
C -2.149329 2.358765 -0.619851 -0.8 -0.4 -0.6
C 1.604619 3.430576 -1.467448 0.5 -0.3 0.7
C -0.914715 2.205708 -2.575325 -1.6 -0.6 0.0
C -2.589470 -4.387524 -1.855691 0.1 0.0 0.0
C -1.417483 3.117719 -1.594249 -0.7 -0.8 -0.6
C -0.985865 2.633119 2.573682 0.4 0.8 0.8
H -1.427144 -4.146618 1.481155 0.4 0.0 -0.1
H 1.764752 -0.865495 -1.037582 0.0 0.0 0.5
H -0.333338 -3.248989 -3.015670 0.2 -0.1 0.3
H 2.763881 -1.435099 2.681726 -0.8 -0.3 -0.1
H -0.022173 -4.977936 -3.091801 -0.1 0.0 0.1
H -3.277213 -4.388679 -0.992528 0.2 0.2 -0.4
H -0.625271 5.602021 4.338929 -0.2 -0.6 -0.4
H -1.315947 1.597262 2.701243 0.4 0.2 0.2
H -2.513257 0.135394 -0.424352 0.1 0.2 -0.2
H -1.192710 3.173452 4.684792 0.0 0.1 -0.5
H 2.064909 2.086404 -3.225976 -0.1 0.1 0.7
H -0.298946 4.855126 0.112597 0.1 0.0 0.4
H -0.431807 2.481241 -3.513335 0.0 -0.2 0.5
H -2.802615 -3.562734 -2.550440 -0.1 -0.1 0.3
H 0.343618 -4.171897 1.044659 -0.5 0.3 0.0
H -0.348965 6.439356 1.977846 0.0 -0.2 0.2
H 0.533528 -2.020982 -0.532626 0.3 0.3 0.3
H -1.787671 -6.048731 -0.013635 0.4 0.4 -0.2
H 2.812171 1.568149 1.077809 -0.1 0.2 -0.4
H -1.209801 -0.030124 -2.804360 0.3 0.3 0.3
H -0.047108 -6.106320 -0.424435 -0.3 0.5 0.1
H 1.773831 4.029953 0.703010 0.0 -0.5 -0.4
H 0.908883 -3.993841 -1.938536 -0.4 0.0 -0.2
H 3.210662 0.469241 -1.392016 -0.6 0.4 0.1
H 1.284268 4.358745 -1.954668 -0.1 -0.6 0.3
H -0.274188 -1.133751 2.372426 0.6 -0.2 0.0
H -2.758875 -5.333218 -2.390377 0.2 0.2 0.1
H 1.550715 -2.752431 2.725381 0.1 0.4 -0.4
H -2.774517 2.761521 0.177402 0.5 -0.1 -0.3
H -1.340242 4.209335 -1.639178 0.1 -0.7 0.1
H 3.311268 -1.735475 0.558786 0.1 0.0 0.1
H 0.944914 0.131251 2.714434 0.0 -0.6 -0.4
H 2.339904 -3.163470 0.372471 -0.1 -0.2 0.4
```
Forces are in eV/Å.

The calculation puts the highest occupied orbital energy at -10.91 eV. The largest force on an atom comes out at 3.02 eV/A. The spin multiplicity is 1. As for the net charge: +1. As for the LUMO energy: -3.4 eV. Its HOMO-LUMO gap is 0.278 Eh. Its energy above the lowest of the compared OMol25 structures with the same formula, charge and spin is 22.1 kcal per mole.


No. 4
Formula: C25H34As2ClNNiO11
Source: the Open Molecules 2025 dataset
Level of theory: ωB97M-V/def2-TZVPD

Structure (XYZ):
```
75
Properties=species:S:1:pos:R:3:forces:R:3
As -2.236346 -0.021917 3.039186 0.0 0.0 0.0
As 0.852272 -1.192827 1.692199 0.0 0.0 0.0
Ni 2.085027 -0.315012 -1.250382 0.0 0.0 0.1
Cl -5.615773 2.548971 -3.010680 0.0 0.0 0.0
O -1.467174 3.070036 0.904387 0.0 0.0 0.0
O 0.851805 0.763345 -2.528874 0.0 0.0 0.0
O -3.938777 -3.042736 2.215849 0.0 0.0 0.0
O 1.320122 2.793016 1.741328 0.0 0.0 0.0
O -4.124840 -1.589327 0.571492 0.0 0.0 0.0
O -1.699300 3.095487 3.141070 0.0 0.0 0.0
O 0.212854 -3.509996 -0.120452 -0.1 -0.1 0.1
O 1.905329 1.371278 0.137596 -0.1 0.0 0.0
O -0.030483 -0.519535 -0.992830 0.0 0.0 0.0
O -2.011007 -3.639364 0.053847 0.0 0.0 0.0
O 3.925803 -0.147603 -1.055640 0.0 0.0 0.0
N 2.122454 -2.205074 -2.125762 0.1 0.0 0.0
C -2.085242 -1.528126 1.782179 0.0 0.1 0.0
C -1.364175 2.530633 1.972722 0.1 0.0 0.0
C -0.915472 1.116674 2.166661 0.0 0.0 0.0
C -2.002422 -4.692133 -0.918495 0.0 0.0 0.0
C -0.162432 0.347978 -1.907458 0.0 0.0 0.0
C -2.943555 2.422109 -3.384618 0.0 0.0 0.0
C 1.231831 1.627685 1.112253 0.0 0.0 -0.1
C -2.200640 4.436259 3.033932 0.0 0.0 0.0
C -3.082435 -3.723449 3.138543 0.0 0.0 0.0
C 2.152053 3.767563 1.085186 0.0 0.0 0.0
C -3.888117 0.872439 -1.782788 0.0 0.0 0.0
C -0.824510 -3.106356 0.351662 0.0 0.1 -0.2
C -0.918896 -1.968043 1.313451 0.0 -0.1 0.0
C 4.409744 0.062482 -3.416041 0.0 0.0 0.0
C -3.438698 -2.076221 1.425238 0.0 -0.1 0.1
C 4.950656 0.036580 -1.982497 0.0 0.0 0.0
C 0.267651 0.683495 1.743304 0.0 0.0 0.0
C -1.517829 0.883140 -2.210707 0.0 0.0 0.0
C -1.682202 1.906661 -3.135302 0.0 0.0 0.0
C -4.031706 1.898914 -2.702577 0.0 0.0 0.0
C 0.884718 -1.514713 3.636056 0.0 0.0 0.0
C -2.620455 0.371266 -1.538633 0.0 0.0 0.0
C 5.974133 -1.094102 -1.840839 0.0 0.0 0.0
C 5.632828 1.377144 -1.684841 0.0 0.0 0.0
C -3.848719 0.821102 2.316580 0.0 0.0 0.0
H -1.440373 5.088764 2.608686 0.0 0.0 0.0
H 5.511258 -2.056880 -2.075622 0.0 0.0 0.0
H 1.754806 3.987012 0.096259 0.0 0.0 0.0
H 5.201295 0.269607 -4.140098 0.0 0.0 0.0
H 6.473742 1.569825 -2.356374 0.0 0.0 0.0
H 1.031715 -2.584086 3.788089 0.0 0.0 0.0
H -3.039982 -4.987762 -1.033983 0.0 0.0 0.0
H 1.749626 -0.989669 4.040318 0.0 0.0 0.0
H 1.503131 -2.840995 -1.630685 0.0 0.0 0.0
H -2.606784 -3.031846 3.834342 0.0 0.0 0.0
H 3.639525 0.831116 -3.510450 0.0 0.0 0.0
H -3.083927 4.460786 2.397995 0.0 0.0 0.0
H -2.442532 4.740742 4.046905 0.0 0.0 0.0
H 6.332781 -1.134267 -0.811326 0.0 0.0 0.0
H 4.905739 2.184819 -1.790331 0.0 0.0 0.0
H -2.322830 -4.294532 2.605869 0.0 0.0 0.0
H -2.492535 -0.429582 -0.823652 0.0 0.0 0.0
H 3.965795 -0.902259 -3.676846 0.0 0.0 0.0
H 3.079836 -2.524026 -2.022017 0.0 0.0 0.0
H 2.121765 4.646435 1.720541 0.0 0.0 0.0
H -3.762158 1.026722 1.251946 0.0 0.0 0.0
H -3.730484 -4.399440 3.687836 0.0 0.0 0.0
H 6.828658 -0.955642 -2.507840 0.0 0.0 0.0
H -0.007576 -1.193957 4.169341 0.0 0.0 0.0
H 3.167979 3.389540 0.991453 0.0 0.0 0.0
H -3.089130 3.222630 -4.096351 0.0 0.0 0.0
H -1.604813 -4.322305 -1.861728 0.0 0.0 0.0
H 1.888577 -2.204682 -3.111607 0.0 0.0 0.0
H -4.005061 1.743011 2.874176 0.0 0.0 0.0
H 5.995621 1.375672 -0.655615 0.0 0.0 0.0
H -1.395126 -5.525525 -0.570619 0.0 0.0 0.0
H -4.696068 0.161581 2.491365 0.0 0.0 0.0
H -4.747690 0.464617 -1.268319 0.0 0.0 0.0
H -0.812835 2.296851 -3.646939 0.0 0.0 0.0
```
Forces are in eV/Å.

The calculation puts the highest occupied orbital energy (spin up / spin down) at -8.00 / -7.89 eV. The largest force on an atom comes out at 0.21 eV/A. The spin multiplicity is 3. As for the LUMO energy (spin up / spin down): -0.3 / -0.3 eV. Its HOMO-LUMO gap (spin up / spin down) is 0.284 / 0.280 Eh. Its energy above the lowest of the compared OMol25 structures with the same formula, charge and spin is 0.0 kcal per mole. As for the expectation value of S²: 2.005.